[1]
C17H14ClNNiO3S as an isolated structure in a non-equilibrium geometry, computed with the ωB97M-V functional and the def2-TZVPD basis.

Output
Spin multiplicity: 3
Net charge: -2
E_LUMO (alpha / beta) (Ha): 0.17429 / 0.17429
ΔE to the lowest compared entry with this formula, charge and spin (kJ/mol): 0.0
Orbital gap (alpha / beta) (eV): 4.70 / 4.70

Geometry (Å):
C: 2.45835 -2.50485 0.64317
C: 2.50103 -2.26743 -0.76510
C: 1.15857 -2.38717 -1.26566
H: 3.36628 -1.98370 -1.35562
C: 0.28436 -2.64659 -0.17059
C: 1.09339 -2.73018 1.00894
H: 0.72815 -2.98171 1.99984
H: 3.32041 -2.52580 1.31212
H: 0.85010 -2.32519 -2.30300
H: -0.80327 -2.72746 -0.23349
Ni: 1.43119 0.24029 -1.18868
Cl: 3.30641 0.80955 -0.36298
C: 1.47924 1.44084 -2.78347
C: 0.29524 0.84668 -3.35284
C: 0.60941 -0.47064 -3.75612
H: -0.57576 1.37171 -3.72182
C: 2.00682 -0.68436 -3.59787
C: 2.57795 0.48197 -3.00460
H: 3.64574 0.67546 -2.91526
H: 1.59288 2.47481 -2.46230
H: -0.08391 -1.13040 -4.26667
H: 2.58843 -1.51065 -4.01217
O: 0.27634 -0.62187 2.50220
C: -0.41970 0.10331 1.77531
N: -0.15190 0.33042 0.41662
S: -1.51405 0.64792 -0.47410
O: -2.11863 1.96693 0.41448
O: -1.19138 1.43902 -1.66810
C: -2.29982 1.79591 1.74083
C: -3.26145 2.63760 2.32007
C: -3.63653 2.36430 3.62763
C: -3.00263 1.31831 4.33217
C: -1.98243 0.55241 3.74229
C: -1.60209 0.79768 2.40628
H: -3.72493 3.39342 1.68543
H: -4.47893 2.91029 4.06013
H: -3.25274 1.14880 5.38036
H: -1.47016 -0.24967 4.29258

Results of the Löwdin charge analysis, in e, for atoms 1 through 6: C -0.1991; C -0.2513; C -0.2456; H 0.0502; C -0.2162; C -0.2160


[2]
One molecule with the formula C3H7N5 in a non-equilibrium geometry, computed with the ωB97M-V functional and the def2-TZVPD basis.

Output
Net charge: 0
E_LUMO (Ha): 0.02852
ΔE to the lowest compared entry with this formula, charge and spin (kJ/mol): 283.9
Structure (SMILES): [H]/N=c1\nc(C)n(N)[nH]1
Orbital gap (eV): 9.07

Geometry (Å):
C: 1.48009 1.54267 0.00940
C: 0.29185 0.66730 0.03015
C: -1.87288 0.01700 -0.05300
H: 2.20955 1.30986 -0.84042
H: 2.04802 1.21134 0.88408
H: 1.39397 2.62715 -0.01620
H: -3.50850 0.99050 -0.40722
H: -1.31113 -1.46793 1.10506
H: 0.95537 -2.48799 -0.72500
H: 1.72052 -1.88487 0.52105
N: -0.88571 0.99840 -0.16868
N: -3.11575 0.05905 -0.18580
N: -1.09657 -1.22146 0.15721
N: 0.29640 -0.78183 0.08036
N: 1.39477 -1.57917 -0.39099

Results of the Löwdin charge analysis, in e, for atoms 1 through 6: C -0.0169; C -0.3513; C -0.4721; H 0.1079; H 0.0786; H 0.0815


[3]
C29H25N8SSn as an isolated structure, computed with the ωB97M-V functional and the def2-TZVPD basis.

Output
Net charge: +1
E_LUMO (Ha): -0.09106
ΔE to the lowest compared entry with this formula, charge and spin (kJ/mol): 66.7
Orbital gap (eV): 6.58

Geometry (Å):
Sn: 0.81130 -0.15070 0.16450
C: 0.49410 -1.55690 4.57610
C: 1.05470 -1.09270 3.38480
N: 0.39970 -0.32350 2.54350
C: -0.85790 0.07590 2.81500
C: -1.52090 -0.37320 3.99130
C: -0.80180 -1.21470 4.86460
C: -2.85150 0.01630 4.23120
C: -3.46300 0.86820 3.34880
C: -2.80880 1.34360 2.21170
C: -1.50670 0.98240 1.89790
N: -0.74200 1.38260 0.83940
C: -0.81800 2.54870 0.13160
C: -1.91960 3.36610 -0.09120
C: -1.83440 4.54770 -0.82750
C: -0.65050 4.98670 -1.35580
C: 0.51200 4.22450 -1.14430
C: 1.78020 4.64330 -1.59240
C: 2.87980 3.85950 -1.35900
C: 2.69180 2.65000 -0.68860
N: 1.52320 2.23100 -0.25850
C: 0.42690 2.98970 -0.44280
H: 1.07400 -2.17730 5.24170
H: 2.06260 -1.36450 3.09900
H: -1.28130 -1.57450 5.76300
H: -3.36890 -0.35010 5.10440
H: -4.48440 1.17830 3.51650
H: -3.36860 1.98740 1.55950
H: -2.89190 3.10120 0.28280
H: -2.73920 5.11640 -0.98450
H: -0.59490 5.90320 -1.92080
H: 1.87290 5.59610 -2.09210
H: 3.86920 4.15790 -1.67410
H: 3.53420 2.00330 -0.47620
C: 0.84580 -0.16750 -4.63370
C: -0.26830 -0.86310 -5.08100
C: -1.10340 -1.46410 -4.15510
C: -0.82340 -1.34270 -2.79200
N: 0.24870 -0.66220 -2.38550
C: 1.05760 -0.10560 -3.26790
C: -1.65380 -1.95510 -1.73510
C: -2.77100 -2.73730 -2.03240
C: -3.50260 -3.30980 -1.00560
C: -3.09790 -3.09320 0.30060
C: -1.97920 -2.30100 0.51210
N: -1.28540 -1.74550 -0.46710
H: 1.52720 0.30780 -5.32170
H: -0.47560 -0.94040 -6.13760
H: -1.96080 -2.01210 -4.50480
H: 1.91380 0.41230 -2.84810
H: -3.07700 -2.90100 -3.05090
H: -4.36600 -3.92120 -1.22290
H: -3.63120 -3.52580 1.13290
H: -1.62260 -2.10510 1.51470
N: 3.76210 -0.70500 0.41250
N: 4.24250 -2.01470 0.45790
C: 3.46870 -3.09750 0.20120
N: 4.12840 -4.24750 -0.02400
S: 1.81420 -3.09950 0.17430
H: 4.15200 -0.21690 -0.39330
H: 4.03400 -0.19420 1.25140
H: 5.24980 -2.13940 0.39960
H: 5.11780 -4.35150 0.12760
H: 3.57320 -5.08330 -0.08590

Results of the Löwdin charge analysis, in e, for atoms 1 through 6: Sn 1.2855; C -0.0347; C -0.1368; N -0.0306; C -0.1936; C -0.1594


[4]
One molecule with the formula C4H5N3 in a non-equilibrium geometry, computed with the ωB97M-V functional and the def2-TZVPD basis.

Output
Net charge: 0
E_LUMO (Ha): 0.02160
ΔE to the lowest compared entry with this formula, charge and spin (kJ/mol): 313.1
Structure (SMILES): CNC1=N[C@H]1C#N
Orbital gap (eV): 10.29

Geometry (Å):
C: 0.80058 -1.80365 -0.15649
N: 0.29600 -0.63457 -0.88570
C: -0.35508 1.41890 0.67927
C: 0.36093 0.55530 -0.22795
N: 1.08348 1.52831 0.07504
C: -1.47870 2.17859 0.18309
N: -2.45276 2.67936 -0.19421
H: 1.19236 -1.51184 0.82463
H: 1.59729 -2.26514 -0.73855
H: -0.00032 -2.52998 0.01494
H: -0.62090 -0.75416 -1.30282
H: -0.42288 1.13888 1.72874

Results of the Löwdin charge analysis, in e, for atoms 1 through 6: C -0.0748; N -0.0047; C -0.2087; C -0.4046; N 0.2511; C -0.1973


[5]
A 14-piece molecular cluster, C68H174N10O22 overall in a non-equilibrium geometry, computed with the ωB97M-V functional and the def2-TZVPD basis.

Output
Net charge: 0
E_LUMO (Ha): 0.01814
Orbital gap (eV): 8.85

Geometry (Å):
C: 29.31001 13.67543 2.39840
C: 30.79484 13.59512 2.89767
C: 31.26120 12.18297 3.32014
O: 31.58159 13.87433 1.80818
H: 29.22534 13.17338 1.43463
H: 29.04530 14.71963 2.23198
H: 28.62918 13.17075 3.08386
H: 31.08574 14.32326 3.65481
H: 30.60322 11.78100 4.09059
H: 32.22831 12.29267 3.81080
H: 31.32370 11.48071 2.48886
H: 32.50789 13.84312 2.05839
C: 30.73250 17.75505 3.00664
C: 30.99511 19.25914 3.12879
C: 30.69998 19.98726 1.83110
O: 30.14456 19.82357 4.06564
H: 31.42936 17.24148 2.34427
H: 29.77455 17.52385 2.54083
H: 30.77014 17.24235 3.96780
H: 31.99901 19.41875 3.52226
H: 31.35024 19.69394 1.00696
H: 30.90880 21.05297 1.92484
H: 29.68393 19.82767 1.47016
H: 30.44481 19.57061 4.94169
C: 30.85620 16.58900 7.61824
C: 31.73977 17.72301 7.24317
C: 33.02478 17.40863 6.41820
O: 30.89513 18.64030 6.53559
H: 30.26052 16.91704 8.47009
H: 31.35968 15.68895 7.97109
H: 30.18239 16.28853 6.81587
H: 32.06351 18.28663 8.11817
H: 33.51517 16.66466 7.04600
H: 33.59739 18.28215 6.10646
H: 32.70261 16.88706 5.51694
H: 30.10049 18.72448 7.06764
C: 26.17171 19.53230 8.07238
C: 27.70290 19.70646 8.11480
C: 28.28069 19.69969 9.52389
O: 28.31376 18.59857 7.48155
H: 25.61924 20.38824 8.46002
H: 25.90445 18.74044 8.77211
H: 25.82876 19.37218 7.05021
H: 27.95052 20.64838 7.62535
H: 29.34982 19.90055 9.45517
H: 28.07166 18.82016 10.13287
H: 27.89725 20.58617 10.02909
H: 27.66655 18.27049 6.85299
C: 23.24257 11.62969 11.10255
C: 23.81613 10.35334 10.38908
C: 24.97513 10.69931 9.32851
O: 24.59002 11.51892 8.28181
C: 25.72795 11.78542 7.49214
N: 24.31060 9.39446 11.38939
H: 22.46181 11.39193 11.82505
H: 22.78578 12.29948 10.37398
H: 23.99680 12.13945 11.70202
H: 22.94658 9.89683 9.91624
H: 25.24151 9.72334 8.92279
H: 25.82572 11.07908 9.89454
H: 26.26689 10.85523 7.31211
H: 26.34181 12.48157 8.06368
H: 25.62214 12.39421 6.59421
H: 24.66515 8.50610 11.06502
H: 23.49389 9.06569 11.88435
C: 29.75415 9.21267 9.02705
C: 29.02419 9.90880 7.85611
C: 29.57919 11.31504 7.57727
O: 29.02390 11.95897 6.46341
C: 29.44023 13.29346 6.41487
N: 29.20771 9.03502 6.71395
H: 30.78445 8.96630 8.77043
H: 29.35446 8.21940 9.23141
H: 29.67871 9.70233 9.99795
H: 27.98297 9.91699 8.17845
H: 30.62401 11.22464 7.28017
H: 29.52349 11.85723 8.52121
H: 30.52376 13.40743 6.38212
H: 29.07810 13.95459 7.20219
H: 29.11171 13.74051 5.47663
H: 30.18598 8.81738 6.58859
H: 29.00112 9.49192 5.83722
C: 27.34169 9.36503 12.42383
O: 28.62521 9.76522 12.95286
C: 29.60977 8.74912 13.01933
C: 30.67216 9.17556 14.06832
N: 29.98307 9.61669 15.25375
C: 30.76304 10.62319 15.95112
C: 29.78010 11.24957 17.04640
O: 28.88369 12.06354 16.34896
C: 27.95612 12.80073 17.06892
H: 27.40498 9.02193 11.39116
H: 26.65368 10.20537 12.33118
H: 26.87846 8.57506 13.01499
H: 30.12021 8.54167 12.07885
H: 29.09307 7.85320 13.36348
H: 31.16023 10.02711 13.59424
H: 31.37530 8.41225 14.40158
H: 29.07296 9.95941 14.98108
H: 31.13447 11.46017 15.35985
H: 31.52181 10.07632 16.51085
H: 30.46709 11.86097 17.63149
H: 29.24219 10.59740 17.73445
H: 27.18349 12.13977 17.46170
H: 27.46333 13.47366 16.36719
H: 28.35339 13.36572 17.91216
C: 31.93622 15.95660 17.40733
O: 31.61968 15.71907 16.07428
C: 31.10281 14.39909 15.80213
C: 31.14232 14.03242 14.32058
N: 32.45849 14.22349 13.72726
C: 32.45056 13.87158 12.24290
C: 31.86439 14.95849 11.32091
O: 32.49083 16.23754 11.42999
C: 31.51977 17.27123 11.42362
H: 32.82451 15.44022 17.77119
H: 31.18472 15.64534 18.13291
H: 32.09696 17.02536 17.54886
H: 30.10919 14.36637 16.24907
H: 31.71743 13.66183 16.31864
H: 30.43010 14.66308 13.78848
H: 30.75602 13.02692 14.15373
H: 32.69271 15.19753 13.85568
H: 31.88139 12.97837 11.98538
H: 33.47364 13.76282 11.88293
H: 30.79113 14.97418 11.51057
H: 31.88192 14.70938 10.25990
H: 31.92433 18.10416 11.99864
H: 30.71378 17.04420 12.12143
H: 31.19769 17.59460 10.43377
C: 25.14468 15.24952 15.03832
O: 23.91178 15.23025 14.24093
C: 24.19108 15.44678 12.82118
C: 22.85457 15.49871 12.05070
N: 22.89961 16.10622 10.67521
C: 22.68883 17.59812 10.63884
C: 22.74067 18.19603 9.20013
O: 22.56370 19.62431 9.30644
C: 22.42309 20.31472 8.10157
H: 24.97423 15.24571 16.11491
H: 25.82748 16.09271 14.93387
H: 25.75504 14.36490 14.85664
H: 24.90097 14.66906 12.53959
H: 24.72424 16.38334 12.65782
H: 22.10504 15.98536 12.67477
H: 22.48737 14.47984 11.92754
H: 22.34031 15.62936 9.98248
H: 23.46448 18.02179 11.27677
H: 21.69653 17.75169 11.06296
H: 22.03007 17.69368 8.54378
H: 23.71862 18.06194 8.73780
H: 23.37699 20.29587 7.57451
H: 22.28956 21.37769 8.30250
H: 21.66290 20.09472 7.35202
C: 19.46413 9.38143 18.03282
O: 20.10551 10.45440 17.45816
C: 19.48193 10.75957 16.15263
C: 20.36372 11.86286 15.49002
N: 21.63056 11.27695 15.09762
C: 22.56024 12.33401 14.80199
C: 24.02845 11.84630 14.76643
O: 24.41823 11.43448 16.04852
C: 25.45473 10.45537 16.13169
H: 18.45257 9.58565 18.38374
H: 20.10979 9.02207 18.83413
H: 19.47212 8.50990 17.37826
H: 18.45415 11.11021 16.24656
H: 19.41789 9.91574 15.46565
H: 20.58707 12.65219 16.20778
H: 19.79822 12.28353 14.65854
H: 21.86271 10.71539 15.90438
H: 22.62228 13.16366 15.50622
H: 22.30977 12.65976 13.79242
H: 24.69132 12.61979 14.37859
H: 24.06395 11.04474 14.02864
H: 25.75354 10.41408 17.17912
H: 26.32708 10.67083 15.51470
H: 25.06588 9.49085 15.80521
C: 22.57081 27.75473 6.10129
O: 23.22066 26.99797 5.14468
C: 22.45615 25.96443 4.53416
C: 23.20281 25.18987 3.39764
N: 24.33952 24.42722 3.90302
C: 23.99177 23.32402 4.78856
C: 25.18189 22.27282 4.91348
O: 25.22319 21.49971 3.77702
C: 26.08196 20.36594 3.88252
H: 23.13828 28.61165 6.46426
H: 22.22206 27.17128 6.95339
H: 21.67333 28.13930 5.61681
H: 21.56091 26.40290 4.09327
H: 22.13592 25.27849 5.31841
H: 23.55651 25.93508 2.68516
H: 22.54111 24.51625 2.85314
H: 25.10518 24.98389 4.25515
H: 23.12876 22.82264 4.35046
H: 23.72223 23.69576 5.77713
H: 25.01118 21.76070 5.86041
H: 26.02525 22.95920 4.98916
H: 25.71653 19.62927 4.59798
H: 27.08135 20.73741 4.10911
H: 26.05930 19.86342 2.91554
C: 27.33013 16.93277 4.49398
O: 26.83617 17.03712 5.88185
C: 26.42112 15.77254 6.39966
C: 26.34579 15.82092 7.96965
N: 27.62440 16.11462 8.62564
C: 27.47295 16.03888 10.06206
C: 27.45536 14.56108 10.46581
O: 27.38590 14.56449 11.87651
C: 27.54552 13.25486 12.46162
H: 26.65433 16.39545 3.82865
H: 28.29300 16.42358 4.45277
H: 27.53444 17.89550 4.02546
H: 27.12515 14.98589 6.12835
H: 25.48387 15.50404 5.91223
H: 25.99388 14.82404 8.23513
H: 25.59185 16.51922 8.33305
H: 27.96491 17.00907 8.30295
H: 26.61721 16.64029 10.36887
H: 28.35164 16.50237 10.51060
H: 28.38965 14.04841 10.23694
H: 26.59200 14.06159 10.02623
H: 27.68159 13.30081 13.54211
H: 28.35525 12.66140 12.03707
H: 26.70393 12.58210 12.29660
C: 22.51838 14.18412 8.08037
O: 21.58421 15.18278 8.39063
C: 20.31066 14.91202 7.84960
C: 19.46584 16.22804 8.04754
N: 19.06013 16.36127 9.47035
C: 18.67264 17.76778 9.64050
C: 18.09160 18.07814 11.05735
O: 17.79672 19.48720 11.07348
C: 17.24467 19.95410 12.29291
H: 22.23936 13.32057 8.68413
H: 23.53824 14.44977 8.35860
H: 22.38516 13.98616 7.01680
H: 19.78081 14.09040 8.33160
H: 20.30816 14.71369 6.77780
H: 18.64191 16.25747 7.33455
H: 19.94313 17.13711 7.68162
H: 19.70749 16.01416 10.16356
H: 17.86256 17.92820 8.92907
H: 19.38058 18.57061 9.43458
H: 18.86458 18.07817 11.82586
H: 17.23608 17.56351 11.49478
H: 18.00411 19.86875 13.07013
H: 16.35464 19.42896 12.63957
H: 16.99963 21.01021 12.18024
C: 24.80904 13.96407 1.14645
O: 25.47412 14.25782 2.36882
C: 24.82144 13.71512 3.50041
C: 23.40005 14.25290 3.86198
N: 23.50101 15.55582 4.61697
C: 22.19835 16.20396 4.58308
C: 22.50477 17.38687 5.53421
O: 21.23578 18.08447 5.77223
C: 21.08634 19.19170 4.96037
H: 23.77779 14.30862 1.06963
H: 24.71377 12.88967 0.98934
H: 25.25274 14.45339 0.27939
H: 25.55195 13.84940 4.29818
H: 24.80594 12.63141 3.38452
H: 22.85649 13.52386 4.46293
H: 22.86026 14.32655 2.91789
H: 24.16240 16.19438 4.19875
H: 21.39750 15.66009 5.08401
H: 21.92745 16.57731 3.59549
H: 23.32483 18.01492 5.18615
H: 22.86490 16.98141 6.47973
H: 21.78782 20.00526 5.14521
H: 20.07060 19.58140 5.02743
H: 21.12171 18.92651 3.90371

Results of the Löwdin charge analysis, in e, for atoms 1 through 6: C -0.0230; C -0.5038; C -0.0482; O -0.0633; H 0.0817; H 0.0650


| no. | calculated total energy (eV) |
| --- | --- |
| 1 | -89886.867 |
| 2 | -10672.058 |
| 3 | -59062.480 |
| 4 | -8696.568 |
| 5 | -133268.082 |